Entry 1:
This record from the OMol25 dataset describes a 2-piece molecular cluster, C5H3NO overall at a distorted geometry. The level of theory is ωB97M-V/def2-TZVPD.

The value obtained for the gap between HOMO and LUMO is 9.38 eV. The molar mass comes out at 93.1 g mol⁻¹. The value obtained for the energy above the lowest of the compared OMol25 structures with the same formula, charge and spin is 125.50 kcal per mole. The electronic energy comes out at -8764.564 eV. As for the LUMO energy: -0.29 eV.

Geometry as XYZ:
```
10
Properties=species:S:1:pos:R:3:forces:R:3
C 0.369159 1.273954 -0.015681 -0.212 0.776 0.995
C 0.755968 1.145738 -1.427173 1.032 -0.919 0.039
H -2.022784 -1.850875 1.324557 0.135 0.022 -0.232
O 0.489584 -2.416601 -0.480868 1.638 0.637 -1.951
H 1.833506 1.003606 -1.626605 -1.132 0.314 -0.522
C -0.518505 0.957675 -1.313237 0.285 -0.014 -0.968
C -0.448214 -2.239517 0.151317 -0.309 -1.224 1.456
H 0.356380 1.659506 2.239794 0.215 0.034 -0.944
C 0.402847 1.603485 1.151879 -0.204 -0.250 1.427
N -1.278409 -2.443785 0.997171 -1.448 0.625 0.700
```
Positions in Å, forces in eV/Å.

So, what does the Löwdin scheme give us? The charges, in e, come out as: atom 1 (C): -0.393, atom 2 (C): -0.071, atom 3 (H): 0.078, atom 4 (O): 0.163, atom 5 (H): 0.131, atom 6 (C): 0.095, atom 7 (C): -0.446, atom 8 (H): 0.062, atom 9 (C): 0.192, atom 10 (N): 0.187

Entry 2:
This record from the OMol25 dataset describes the molecule C3H7NO3S at a distorted geometry. The level of theory is ωB97M-V/def2-TZVPD.

The value obtained for the gap between HOMO and LUMO is 9.52 eV. The molar mass comes out at 137.2 g mol⁻¹. The value obtained for the energy above the lowest of the compared OMol25 structures with the same formula, charge and spin is 72.77 kcal per mole. The electronic energy comes out at -21688.818 eV. As for the LUMO energy: 0.54 eV.

Geometry as XYZ:
```
15
Properties=species:S:1:pos:R:3:forces:R:3
N 1.068555 -0.659885 0.037928 1.400 1.061 -0.199
O -3.117069 -0.475373 0.120462 1.915 1.178 -0.409
S -1.794226 0.049916 -0.304408 0.098 -3.082 1.241
C 1.496443 0.627002 0.555309 -0.743 -0.443 -0.737
O -1.389275 1.174125 0.923669 -0.279 -0.851 -2.167
C 1.679163 0.310728 -0.927384 0.488 -1.751 1.545
H 2.180901 0.408685 1.342860 1.060 0.714 0.103
C -0.081214 -1.350906 0.129982 -1.228 0.577 -1.207
H -0.095240 -2.187159 -0.608296 -0.646 0.794 0.544
H 0.772043 1.436407 0.715809 0.237 -0.638 0.251
H -2.158224 0.906984 1.410898 -0.948 0.444 1.541
H 0.850401 0.715145 -1.441617 -0.201 0.878 -1.243
H 2.648545 0.075594 -1.460795 -1.375 0.150 0.888
O -1.647289 0.562604 -1.630948 0.088 0.971 -0.076
H -0.413516 -1.593865 1.136530 0.134 -0.002 -0.078
```
Positions in Å, forces in eV/Å.

So, what does the Löwdin scheme give us? The charges, in e, come out as: atom 1 (N): -0.177, atom 2 (O): -0.378, atom 3 (S): 0.697, atom 4 (C): -0.100, atom 5 (O): -0.227, atom 6 (C): -0.030, atom 7 (H): 0.103, atom 8 (C): -0.086, atom 9 (H): 0.120, atom 10 (H): 0.093, atom 11 (H): 0.024, atom 12 (H): 0.069, atom 13 (H): 0.129, atom 14 (O): -0.334, atom 15 (H): 0.096

Entry 3:
This record from the OMol25 dataset describes an isolated ion of composition C2H3O2S2 and charge -1 at a distorted geometry. The level of theory is ωB97M-V/def2-TZVPD.

The value obtained for the gap between HOMO and LUMO is 7.37 eV. The molar mass comes out at 123.2 g mol⁻¹. The value obtained for the energy above the lowest of the compared OMol25 structures with the same formula, charge and spin is 61.78 kcal per mole. The electronic energy comes out at -27887.201 eV. As for the LUMO energy: 3.37 eV. As for the charge: -1.

Geometry as XYZ:
```
9
Properties=species:S:1:pos:R:3:forces:R:3
O 2.004765 -0.131980 1.093103 -0.161 0.577 1.208
S -1.086770 -0.188938 -0.805387 0.187 -0.414 0.933
C 1.649495 -0.763215 0.108431 1.231 -2.272 -1.158
H 2.406211 -0.796636 -0.771893 -1.040 -0.020 0.565
H -1.327687 1.823529 0.307875 1.881 2.203 1.073
O 0.459324 0.054260 -0.818908 -0.293 0.625 -0.810
H 1.148445 -1.829060 0.220852 0.218 1.493 -0.150
S -3.421880 0.892244 0.427296 -2.019 -0.114 0.829
C -1.831904 0.939796 0.238630 -0.003 -2.078 -2.489
```
Positions in Å, forces in eV/Å.

So, what does the Löwdin scheme give us? The charges, in e, come out as: atom 1 (O): -0.154, atom 2 (S): 0.808, atom 3 (C): -0.516, atom 4 (H): 0.087, atom 5 (H): -0.028, atom 6 (O): -0.651, atom 7 (H): 0.093, atom 8 (S): 0.448, atom 9 (C): -1.086